1.
{
  "formula": "C5H9NO",
  "method": "wB97M-V/def2-TZVPD",
  "species": ["H", "N", "C", "C", "C", "C", "C", "O", "H", "H", "H", "H", "H", "H", "H", "H"],
  "positions_angstrom": [[-3.236, 0.457, -1.033], [-2.541, 1.147, -0.741], [-1.425, 0.575, -0.560], [-0.235, 1.355, -0.167], [0.985, 0.813, -0.165], [1.167, -0.648, -0.467], [-0.131, -1.383, -0.169], [-1.254, -0.759, -0.793], [-0.420, 2.401, 0.051], [1.860, 1.419, 0.057], [1.453, -0.781, -1.518], [1.972, -1.075, 0.142], [-0.300, -1.420, 0.915], [-0.119, -2.405, -0.553], [0.882, 0.315, 2.370], [1.297, -0.046, 2.873]],
  "mulliken_charge": [0.28, -0.74, 0.51, -0.12, -0.62, -0.41, -0.47, -0.41, 0.40, 0.36, 0.30, 0.35, 0.30, 0.27, -0.29, 0.29],
  "total_charge": 0,
  "smiles": "[H]/N=C1/C=CCCO1.[H][H]",
  "relative_energy_ev": 2.2296,
  "e_lumo_ev": 0.9
}

***

2.
{
  "formula": "CH3Br2P",
  "method": "wB97M-V/def2-TZVPD",
  "species": ["Br", "C", "P", "Br", "H", "H", "H"],
  "positions_angstrom": [[2.363, -1.162, -0.052], [0.586, -1.857, 0.624], [-0.596, -1.710, -0.858], [-2.447, -1.086, 0.127], [0.746, -2.790, 1.030], [0.159, -1.200, 1.340], [-0.048, -0.385, -1.201]],
  "mulliken_charge": [-0.13, -0.66, 0.12, -0.16, 0.40, 0.34, 0.09],
  "total_charge": 0,
  "smiles": "BrCPBr",
  "relative_energy_ev": 1.3964,
  "e_lumo_ev": 0.2
}

***

3.
{
  "formula": "C13H10ClIrN4O2",
  "method": "wB97M-V/def2-TZVPD",
  "species": ["Ir", "Cl", "C", "C", "C", "C", "O", "C", "C", "O", "C", "H", "H", "H", "H", "N", "C", "C", "N", "C", "C", "N", "C", "C", "N", "H", "H", "H", "H", "H", "H"],
  "positions_angstrom": [[0.211, -0.128, -0.411], [-1.965, -3.220, 5.746], [-1.555, -2.239, 4.421], [-1.827, -0.870, 4.451], [-1.495, -0.073, 3.376], [-0.885, -0.628, 2.247], [-0.595, 0.203, 1.251], [-0.607, -2.019, 2.213], [0.020, -2.667, 1.087], [0.382, -2.110, 0.043], [-0.946, -2.810, 3.301], [-2.300, -0.444, 5.326], [-1.700, 0.989, 3.385], [0.195, -3.744, 1.148], [-0.740, -3.873, 3.289], [1.692, 0.684, -4.080], [1.994, -0.667, -4.179], [1.590, -1.241, -3.023], [1.044, -0.255, -2.221], [1.126, 0.903, -2.901], [0.599, 2.063, -2.214], [0.106, 1.819, -1.005], [-0.345, 3.005, -0.495], [-0.117, 3.978, -1.423], [0.478, 3.367, -2.498], [1.881, 1.369, -4.798], [2.464, -1.080, -5.054], [1.646, -2.268, -2.708], [-0.794, 3.081, 0.479], [-0.323, 5.034, -1.410], [0.765, 3.837, -3.343]],
  "mulliken_charge": [0.94, -0.11, 0.20, -0.63, -0.34, 0.52, -0.71, 0.80, 0.20, -0.65, -0.90, 0.43, 0.48, 0.43, 0.44, -0.06, -0.59, -0.18, -0.17, 0.40, 0.35, -0.17, -0.16, -0.60, -0.06, 0.19, 0.40, 0.48, 0.47, 0.40, 0.18],
  "total_charge": 2,
  "e_lumo_ev": [-9.6, -9.6]
}

***

4.
{
  "formula": "C4H6O2",
  "method": "wB97M-V/def2-TZVPD",
  "species": ["O", "C", "C", "C", "C", "O", "H", "H", "H", "H", "H", "H"],
  "positions_angstrom": [[2.485, 0.845, -0.677], [1.312, 0.824, -0.343], [0.800, -0.599, -0.236], [-0.806, -0.765, 0.228], [-1.213, 0.649, 0.346], [0.444, 1.765, -0.074], [0.924, -1.055, -1.223], [1.420, -1.107, 0.507], [-1.323, -1.331, -0.562], [-0.826, -1.328, 1.174], [-1.316, 1.081, 1.330], [-1.809, 1.081, -0.447]],
  "mulliken_charge": [-0.60, 0.61, -0.44, -0.37, -0.18, -0.56, 0.25, 0.25, 0.27, 0.27, 0.24, 0.24],
  "total_charge": 0,
  "relative_energy_ev": 2.3711,
  "e_lumo_ev": -0.6
}

***

5.
{
  "formula": "C6H14BBaClFIO2PS2",
  "method": "wB97M-V/def2-TZVPD",
  "species": ["O", "S", "O", "Cl", "C", "C", "C", "C", "B", "I", "C", "C", "F", "P", "S", "H", "H", "H", "H", "H", "H", "H", "H", "H", "H", "H", "H", "H", "H", "Ba"],
  "positions_angstrom": [[3.174, -2.568, 0.760], [2.635, -2.389, -0.626], [3.651, -2.696, -1.529], [0.975, -3.575, -0.904], [2.205, -0.641, -0.741], [1.842, 0.011, 0.618], [1.042, 1.298, 0.327], [-0.271, 1.447, 1.084], [-1.442, 0.369, 0.732], [-1.490, -1.392, 2.162], [-1.395, -0.233, -0.778], [-1.532, 0.766, -1.888], [-1.322, 0.118, -3.117], [-3.174, 1.252, 1.041], [-4.690, 0.028, 1.275], [1.474, -0.469, -1.520], [3.145, -0.205, -1.057], [1.346, -0.657, 1.328], [2.786, 0.282, 1.069], [1.679, 2.121, 0.631], [0.924, 1.403, -0.744], [-0.081, 1.463, 2.153], [-0.658, 2.434, 0.839], [-2.241, -0.910, -0.876], [-0.506, -0.857, -0.879], [-0.842, 1.604, -1.833], [-2.546, 1.146, -1.912], [-3.350, 2.162, -0.024], [-2.979, 2.104, 2.153], [1.641, -3.415, 2.254]],
  "mulliken_charge": [-0.75, 1.05, -0.57, -0.12, -0.82, -0.16, -0.95, -1.11, 0.42, -0.41, -0.37, -0.27, -0.36, 0.07, -0.39, 0.60, 0.41, -0.20, 0.45, 0.61, 0.38, 0.35, 0.43, 0.44, -0.12, 0.23, 0.31, 0.06, 0.07, 1.71],
  "total_charge": 1,
  "e_lumo_ev": -5.3
}

***

6.
{
  "formula": "C17H17N3O2",
  "method": "wB97M-V/def2-TZVPD",
  "species": ["C", "O", "C", "C", "C", "C", "C", "N", "C", "N", "C", "C", "C", "C", "C", "C", "N", "C", "C", "C", "O", "C", "H", "H", "H", "H", "H", "H", "H", "H", "H", "H", "H", "H", "H", "H", "H", "H", "H"],
  "positions_angstrom": [[5.355, 1.202, -0.390], [4.007, 1.415, -0.044], [3.200, 0.342, 0.122], [3.579, -0.982, -0.049], [2.671, -2.009, 0.144], [1.356, -1.734, 0.504], [0.414, -2.830, 0.658], [-0.852, -2.798, 0.710], [-1.655, -1.712, 0.545], [-2.403, -1.186, 1.477], [-3.114, -0.190, 0.859], [-4.035, 0.710, 1.379], [-4.596, 1.627, 0.512], [-4.258, 1.660, -0.840], [-3.344, 0.773, -1.379], [-2.777, -0.146, -0.515], [-1.839, -1.136, -0.697], [-1.192, -1.485, -1.927], [0.975, -0.399, 0.698], [1.867, 0.635, 0.509], [1.573, 1.950, 0.664], [0.259, 2.303, 1.030], [5.878, 0.617, 0.373], [5.448, 0.702, -1.360], [5.800, 2.193, -0.452], [4.590, -1.225, -0.334], [2.986, -3.031, -0.001], [0.851, -3.822, 0.732], [-4.296, 0.682, 2.424], [-5.316, 2.340, 0.887], [-4.720, 2.397, -1.481], [-3.082, 0.805, -2.426], [-0.383, -0.783, -2.155], [-0.775, -2.488, -1.846], [-1.918, -1.466, -2.742], [-0.025, -0.188, 1.037], [0.254, 3.390, 1.082], [-0.013, 1.892, 2.007], [-0.473, 1.973, 0.286]],
  "mulliken_charge": [-0.96, -0.40, 1.00, -0.57, -1.12, 0.08, -0.49, -0.47, -0.20, -0.74, 0.99, -0.86, -0.41, -0.64, -0.81, 0.59, 0.38, -1.18, -0.45, 1.02, -0.48, -0.79, 0.38, 0.37, 0.24, 0.38, 0.37, 0.36, 0.45, 0.38, 0.39, 0.39, 0.33, 0.39, 0.42, 0.74, 0.26, 0.36, 0.31],
  "total_charge": 0,
  "smiles": "COc1ccc(/C=N\\c2nc3ccccc3n2C)cc1OC",
  "relative_energy_ev": 2.0784,
  "e_lumo_ev": 0.2
}